Density functional theory data (the ωB97M-V functional and the def2-TZVPD basis) for a molecular structure, C53H52BNO5S3Se2Sr in a non-equilibrium geometry.

Structure (XYZ):
```
118
Properties=species:S:1:pos:R:3:lowdin_charge:R:1
Sr 0.42 0.38 1.02 1.212
Se 1.73 1.80 4.33 0.859
Se -1.29 0.53 5.68 0.835
S 0.37 0.96 -1.44 0.949
S -1.33 2.35 0.87 1.011
S -1.98 -0.98 2.46 0.608
O 2.94 -2.30 2.71 0.061
O 0.11 2.45 0.53 -0.749
O -0.94 -0.82 -0.26 -0.471
O 1.39 -2.85 1.13 0.053
O 1.70 0.80 -0.81 -0.577
N -1.58 -1.95 0.00 -0.182
C 4.90 -6.91 4.43 -0.054
C 2.99 -6.17 1.40 -0.043
C -2.31 1.77 -0.56 -0.311
C -3.98 0.66 -2.49 -0.154
C 3.09 -3.62 2.38 -0.216
C 0.34 -0.52 5.45 -0.579
C -0.51 -0.60 -3.56 -0.069
C -1.92 4.04 0.75 -0.341
C 1.17 4.69 -2.88 -0.004
C -4.77 0.05 -3.49 -0.028
C -0.14 5.20 -3.07 -0.153
C 0.96 -1.52 -5.25 -0.265
C 0.25 2.61 -2.15 -0.255
C -0.30 -1.39 -4.68 -0.030
C -2.83 6.65 0.56 -0.268
C 2.09 -5.23 0.90 0.009
C -3.26 4.31 0.98 -0.056
C -3.71 5.62 0.87 -0.029
C -4.12 0.31 -1.13 0.005
C -2.88 1.96 -4.23 -0.016
C -4.61 0.39 -4.81 -0.071
C -1.62 7.01 -3.69 -0.075
C -2.16 2.18 -1.87 -0.138
C -1.26 4.40 -2.74 -0.122
C 3.45 1.33 3.55 -0.407
C -3.66 1.36 -5.18 -0.062
C -3.31 0.86 -0.18 -0.090
C 4.95 -6.87 2.90 -0.563
C -1.49 6.35 0.36 -0.024
C 2.02 -0.82 -4.67 -0.024
C -0.36 6.51 -3.56 -0.030
C -1.66 -2.88 -0.97 -0.019
C -0.92 1.14 7.51 -0.413
C 4.67 -8.28 2.39 -0.077
C -1.04 3.09 -2.26 -0.136
C 1.36 3.42 -2.42 -0.028
C -3.32 8.07 0.44 -0.043
C -2.38 -4.03 -0.82 -0.064
C 1.19 -2.42 -6.43 -0.048
C 1.83 -0.03 -3.55 -0.046
C 0.56 0.09 -3.01 -0.297
C -1.03 5.05 0.46 -0.051
C -2.56 4.95 -2.86 -0.017
C -3.04 -4.24 0.40 -0.073
C -3.01 1.62 -2.86 -0.119
C 6.35 -6.45 2.42 -0.049
C -2.15 -2.13 1.23 -0.671
C 2.14 -3.95 1.41 -0.230
C -2.74 6.22 -3.32 -0.065
C 3.94 -5.85 2.38 -0.186
C -2.92 -3.30 1.39 -0.088
C 1.60 0.30 5.61 -0.544
C 3.98 -4.54 2.87 0.050
B 1.86 -1.77 1.94 -0.425
H 5.39 -8.97 2.83 0.081
H 3.88 -7.08 4.77 0.091
H -4.76 5.84 1.03 0.117
H 2.36 3.02 -2.24 0.121
H -1.78 8.01 -4.07 0.104
H -0.79 7.15 0.11 0.122
H -3.54 1.62 -6.22 0.107
H 1.66 0.73 6.61 0.040
H -1.85 1.51 7.92 0.008
H -5.49 -0.70 -3.19 0.116
H -3.40 0.57 0.86 0.063
H 4.26 1.59 4.22 0.018
H 2.65 0.47 -3.07 0.114
H 2.01 5.32 -3.11 0.119
H 0.26 -2.61 -6.96 0.075
H 1.59 -3.38 -6.09 0.087
H -5.21 -0.09 -5.57 0.105
H -4.38 8.10 0.19 0.078
H -3.95 3.51 1.24 0.120
H 3.67 -8.61 2.70 0.088
H 1.91 -1.99 -7.12 0.079
H 0.31 -1.31 6.21 0.068
H -0.57 0.29 8.10 0.022
H -1.12 -2.62 -1.87 0.123
H 0.50 7.12 -3.83 0.114
H -3.18 8.60 1.39 0.087
H -0.18 1.94 7.52 0.012
H -3.63 -5.13 0.56 0.106
H 6.60 -5.45 2.78 0.077
H 4.70 -4.25 3.63 0.120
H 7.11 -7.15 2.80 0.082
H 2.95 -7.17 1.00 0.093
H 1.37 -5.49 0.14 0.111
H 3.55 1.89 2.62 0.017
H 5.25 -5.98 4.88 0.073
H -2.76 8.61 -0.33 0.077
H 5.53 -7.72 4.81 0.080
H 6.39 -6.45 1.33 0.088
H 0.28 -0.95 4.45 0.013
H -3.73 6.64 -3.40 0.108
H -1.14 -1.94 -5.11 0.116
H -1.50 -0.54 -3.12 0.103
H 4.75 -8.35 1.31 0.080
H 0.02 4.81 0.31 0.119
H 2.49 -0.31 5.43 0.069
H 3.44 0.26 3.31 -0.004
H -3.41 4.34 -2.57 0.124
H -2.41 -4.75 -1.62 0.102
H -2.14 2.69 -4.53 0.121
H 3.01 -0.90 -5.10 0.118
H -4.87 -0.43 -0.85 0.126
H -3.40 -3.42 2.35 0.101
```

The total energy comes out at -232242.5680 eV. The highest occupied orbital energy comes out at -5.9870 eV. Its net charge is 0. The value obtained for the energy above the lowest of the compared OMol25 structures with the same formula, charge and spin is 69.0 kcal per mole.


Density functional theory data (the ωB97M-V functional and the def2-TZVPD basis) for a molecular structure, C30H46BrCrN3P2 in a non-equilibrium geometry.

Structure (XYZ):
```
83
Properties=species:S:1:pos:R:3:lowdin_spin:R:1
Br 1.55 2.33 -2.75 0.156
Cr 0.15 1.48 -0.91 3.416
P -0.41 -1.11 -0.94 0.012
P 3.44 0.20 -1.74 0.537
N 0.78 1.32 1.06 -0.004
N -5.82 -2.20 4.13 -0.005
N 2.06 0.98 4.99 0.009
C -5.12 -1.24 4.75 0.001
C -5.37 0.24 2.88 0.000
C 4.36 -1.15 -0.88 0.082
C 5.85 -1.11 -1.17 0.038
C -1.71 2.22 -1.18 -0.331
C 4.73 0.35 -4.36 0.019
C 2.18 0.27 2.70 0.001
C 0.72 2.12 3.33 -0.001
C 1.70 0.38 1.40 0.020
C -3.37 3.03 0.32 -0.011
C -4.19 1.97 -0.20 -0.009
C 0.25 2.16 2.02 0.010
C -4.84 1.31 2.05 -0.015
C -2.09 -0.98 -0.19 0.010
C -4.90 0.02 4.20 -0.004
C -2.33 -1.41 1.25 0.000
C -6.29 -0.70 2.32 -0.005
C 1.65 1.12 3.70 0.008
C 0.29 -2.48 0.10 0.000
C -6.42 -1.94 2.96 0.001
C 1.61 -3.10 -0.36 0.001
C -3.93 1.44 -1.49 -0.018
C -2.66 1.62 -2.03 -0.032
C -1.71 -1.99 -3.49 0.000
C 3.59 -0.27 -3.55 0.048
C -4.97 1.17 0.70 0.002
C 5.07 2.58 -2.11 0.013
C 4.34 1.74 -1.07 0.044
C -0.54 -2.10 -2.51 -0.003
C -2.14 3.22 -0.31 -0.033
H -2.61 -2.48 -3.12 0.000
H -6.86 -0.57 1.38 0.000
H -1.92 -0.68 1.96 0.000
H -2.38 1.22 -3.01 -0.004
H -4.64 0.74 -1.95 -0.001
H -2.36 0.09 -0.26 0.002
H 2.67 0.21 5.27 0.000
H 1.93 -3.91 0.30 0.000
H -3.55 3.58 1.25 -0.001
H 5.46 3.52 -1.68 0.003
H 5.92 2.05 -2.56 0.000
H 6.29 -0.24 -0.69 0.000
H 0.40 2.87 4.05 0.000
H -5.48 0.30 0.27 0.000
H -1.44 -2.53 -4.40 0.000
H 3.54 2.37 -0.65 0.005
H 5.68 -0.19 -4.20 0.000
H -3.41 -1.46 1.46 0.000
H 2.39 -2.34 -0.30 0.001
H -0.52 2.87 1.68 0.002
H 6.02 -1.06 -2.25 0.001
H 2.62 -0.02 -4.03 0.004
H 3.69 -1.37 -3.58 0.000
H -4.64 -1.47 5.70 0.000
H 2.99 -0.45 2.89 0.000
H -1.45 4.02 -0.07 -0.004
H -6.96 -2.75 2.45 0.000
H 1.60 -3.49 -1.38 0.000
H -0.47 -3.27 0.15 0.000
H 1.63 1.52 5.74 0.000
H -1.93 -2.39 1.48 0.000
H 6.32 -2.02 -0.79 0.009
H 4.90 1.41 -4.15 0.001
H -2.78 -1.48 -0.88 0.001
H 3.96 -2.12 -1.22 0.000
H -0.49 -3.15 -2.17 -0.001
H -4.32 0.77 4.72 0.000
H 4.38 2.90 -2.91 0.000
H -4.18 2.06 2.48 0.000
H 0.39 -1.90 -3.05 0.000
H 4.46 0.28 -5.43 0.003
H 0.44 -2.09 1.11 0.000
H 4.14 -1.07 0.20 0.001
H 2.07 -0.22 0.55 0.016
H 4.97 1.42 -0.23 0.002
H -1.96 -0.97 -3.78 0.000
```

The spin multiplicity is 5. The total energy comes out at -153351.3219 eV. The highest occupied orbital energy (spin up / spin down) comes out at -12.4413 / -12.6837 eV. Its net charge is +2. The value obtained for the energy above the lowest of the compared OMol25 structures with the same formula, charge and spin is 9.0 kcal per mole.


Density functional theory data (the ωB97M-V functional and the def2-TZVPD basis) for a molecular structure, C14H21N7O6Re in a non-equilibrium geometry.

Structure (XYZ):
```
49
Properties=species:S:1:pos:R:3:lowdin_spin:R:1
Re 0.18 -0.71 0.92 2.394
O 0.86 -2.44 0.48 0.142
O 3.80 1.83 -6.47 0.000
O 1.13 0.72 0.09 0.141
O 3.53 -0.31 -6.29 0.000
O -0.06 2.43 -0.69 0.010
O 0.52 -3.99 2.07 0.004
N -1.26 -1.85 1.90 0.043
N -1.33 0.68 1.13 0.040
N 3.42 0.83 -5.90 0.000
N -3.21 -0.56 1.79 0.011
N 2.12 -0.71 2.01 0.041
N -3.44 1.67 1.30 0.021
N -3.30 -2.71 2.58 0.023
C 0.78 1.60 -0.92 0.018
C -2.55 -1.72 2.09 0.026
C 1.74 0.08 -2.65 0.002
C 2.36 -0.10 -3.88 0.000
C 2.53 2.32 -4.14 0.000
C -2.63 0.63 1.39 0.017
C 1.29 -3.29 1.47 0.019
C -4.84 1.59 1.72 0.002
C 1.50 1.37 -2.19 0.002
C 2.74 1.03 -4.59 0.000
C 2.75 -3.10 1.75 0.005
C 3.15 -1.65 1.49 0.009
C 1.88 2.49 -2.93 0.001
C -2.92 2.98 0.87 0.002
H -3.77 3.59 0.57 0.000
H 4.11 -1.43 1.96 0.001
H 1.68 3.48 -2.55 0.000
H -5.29 2.57 1.61 0.000
H 2.01 -0.84 3.02 0.004
H -4.21 -0.56 1.89 0.000
H -5.40 0.90 1.09 0.001
H -4.28 -2.61 2.77 0.001
H 2.45 0.25 1.87 0.005
H 1.45 -0.79 -2.08 0.002
H 2.95 -3.42 2.78 0.001
H 3.24 -1.45 0.42 0.000
H 3.33 -3.75 1.09 0.001
H -0.92 -2.78 2.14 0.005
H -2.27 2.88 0.01 0.000
H -2.40 3.48 1.69 0.001
H -1.02 1.60 0.83 0.005
H 2.55 -1.08 -4.29 0.000
H -4.92 1.31 2.77 0.001
H -2.89 -3.62 2.76 0.000
H 2.86 3.15 -4.74 0.000
```

The spin multiplicity is 4. The total energy comes out at -39688.9432 eV. The highest occupied orbital energy (spin up / spin down) comes out at -14.9659 / -14.9661 eV. Its net charge is +2. The value obtained for the energy above the lowest of the compared OMol25 structures with the same formula, charge and spin is 5.2 kcal per mole.


Density functional theory data (the ωB97M-V functional and the def2-TZVPD basis) for a gas-phase ion, C5H10NS (charge +1) in a non-equilibrium geometry.

Structure (XYZ):
```
17
Properties=species:S:1:pos:R:3:lowdin_charge:R:1
S 2.42 0.78 -0.02 1.139
N -0.82 -0.07 0.43 -0.138
C 2.03 -0.78 -0.11 -0.387
C 0.90 1.68 0.40 -0.417
C -0.43 1.25 -0.18 -0.289
C 1.84 -2.03 0.10 0.055
C -1.90 -0.66 -0.38 -0.163
H 1.62 -2.37 1.10 0.112
H -2.90 -0.16 -0.45 0.091
H -1.01 2.18 -0.17 0.127
H -0.38 0.95 -1.29 0.138
H -1.27 0.03 1.40 0.149
H 1.46 -2.73 -0.73 0.150
H -1.62 -0.70 -1.52 0.099
H 1.12 2.73 0.10 0.099
H -1.99 -1.78 -0.28 0.088
H 0.93 1.69 1.59 0.147
```

The total energy comes out at -17662.0176 eV. The highest occupied orbital energy comes out at -13.4035 eV. Its net charge is +1. The value obtained for the energy above the lowest of the compared OMol25 structures with the same formula, charge and spin is 99.3 kcal per mole.